Entry 1
The molecule C3H5P, computed with ωB97M-V/def2-TZVPD.

```
! wB97M-V def2-TZVPD RIJCOSX def2/J DEFGRID3
* xyz 0 1
C -0.72542 -1.31465 0.50026
C -0.48516 0.64130 -0.63699
C 0.91791 0.39880 -0.10176
P 0.52768 -0.66881 1.41238
H -1.58041 -1.71230 0.96599
H -0.63834 0.40386 -1.60477
H -1.14099 1.13368 0.10514
H 1.60970 -0.21228 -0.68926
H 1.51502 1.33040 0.04901
*
```

Properties
HOMO level (spin up / spin down): -8.14 / -8.14 eV
gap between HOMO and LUMO (spin up / spin down): 7.82 / 7.82 eV



Entry 2
A structure of composition C3H5P, computed with ωB97M-V/def2-TZVPD.

```
! wB97M-V def2-TZVPD RIJCOSX def2/J DEFGRID3
* xyz 0 1
C -0.10559 -0.99896 -0.00575
C 0.92374 0.09986 -0.09074
C -0.11399 1.28280 0.16905
P -1.47940 -0.00726 -0.10924
H 0.17086 -2.03393 0.10008
H 1.53920 0.01922 0.76618
H 1.39731 0.10916 -0.97018
H -2.35829 -0.46461 0.84994
H 0.02615 1.99372 -0.70933
*
```

Properties
HOMO level (spin up / spin down): -7.48 / -8.29 eV
gap between HOMO and LUMO (spin up / spin down): 6.85 / 8.19 eV



The computed energies, referenced to the most stable structure and given in hartree, are entry 1 0.0000; entry 2 0.0107.



Entry 1
A cluster of 2 separate species, C6H18N2 in total, computed with ωB97M-V/def2-TZVPD.

```
! wB97M-V def2-TZVPD RIJCOSX def2/J DEFGRID3
* xyz 0 1
C 0.14645 -1.58879 1.31300
C -0.74112 -0.63718 2.19623
C 0.14009 0.04291 3.28856
C -1.29108 0.50388 1.33071
H -0.44448 -1.88513 0.38967
H 1.07852 -1.01209 0.97202
H 0.49874 -2.44570 1.94015
H -1.56216 -1.19571 2.64900
H -0.50846 0.41049 4.06193
H 0.82346 0.80167 2.89413
H 0.78636 -0.75906 3.77021
H -1.95563 -0.04959 0.59389
H -1.84976 1.22757 1.97434
H -0.50191 1.09504 0.83761
N 2.19061 0.21548 -3.07612
C 1.09921 0.21117 -2.07381
C -0.25115 0.52546 -2.66763
N -1.33791 0.40745 -1.70514
H 3.02525 -0.13604 -2.62392
H 2.44886 1.13455 -3.44008
H 1.26773 0.97200 -1.28202
H 1.12016 -0.76471 -1.49448
H -0.16423 1.54153 -3.17108
H -0.35591 -0.20700 -3.44729
H -1.38053 1.26908 -1.11624
H -2.28110 0.32271 -2.11364
*
```

Properties
HOMO level: -9.15 eV
gap between HOMO and LUMO: 10.18 eV
SMILES string: CC(C)C.NCCN



Entry 2
A cluster of 2 separate species, C6H18N2 in total, computed with ωB97M-V/def2-TZVPD.

```
! wB97M-V def2-TZVPD RIJCOSX def2/J DEFGRID3
* xyz 0 1
C 0.11045 -0.85542 1.35336
N 0.88016 -1.99253 0.80661
C 2.14339 -1.61694 0.12585
C 1.16094 -2.79230 1.95974
H -0.18669 -0.18932 0.52595
H 0.67483 -0.26523 2.09481
H -0.80151 -1.24623 1.83525
H 2.81235 -2.44018 -0.17641
H 2.71124 -0.91798 0.76274
H 1.81491 -1.07994 -0.77988
H 1.80231 -2.36077 2.74653
H 1.60833 -3.74261 1.62305
H 0.16848 -3.00427 2.39181
C -1.01188 1.21458 0.15504
N -1.44211 2.12157 -0.99124
C -0.28022 2.65530 -1.69200
C -2.17239 1.39196 -1.92651
H -1.94088 0.77513 0.55562
H -0.52246 1.79340 0.95632
H -0.33822 0.39598 -0.14940
H 0.31174 1.91738 -2.25915
H 0.38624 3.16610 -0.97679
H -0.67890 3.40358 -2.39750
H -2.58551 2.13953 -2.62443
H -3.00939 0.89110 -1.41155
H -1.61528 0.63808 -2.50779
*
```

Properties
HOMO level: -8.42 eV
gap between HOMO and LUMO: 9.34 eV
SMILES string: CN(C)C.CN(C)C



The computed energies, referenced to the most stable structure and given in hartree, are entry 1 0.0000; entry 2 0.1110.



Entry 1
A cluster of 7 separate species, H14O6S2 in total, computed with ωB97M-V/def2-TZVPD.

```
! wB97M-V def2-TZVPD RIJCOSX def2/J DEFGRID3
* xyz 0 1
S 0.42090 -2.20690 -2.44642
S -1.30675 -2.82378 -3.57078
H 0.01343 -1.05330 -1.92136
H -0.49226 -3.27715 -4.58239
O -0.37529 1.46358 5.42847
H -1.03264 1.60094 4.74077
H 0.13702 0.73520 5.08694
O 2.04689 2.25717 1.97136
H 2.30404 2.74537 1.17469
H 1.81989 2.89836 2.64830
O -0.49613 0.66590 1.25735
H -1.31364 1.10300 0.99288
H -0.71103 0.19147 2.06353
O 0.97446 1.98652 -0.73504
H 0.59440 1.98631 0.14792
H 1.14533 1.12698 -1.13280
O -3.53478 2.38101 3.12474
H -3.00964 1.88455 3.74775
H -3.81636 3.06870 3.73952
O 2.92041 -0.17758 -0.85050
H 3.70928 -0.08852 -1.36705
H 2.88268 -0.56724 0.00859
*
```

Properties
HOMO level: -8.71 eV
gap between HOMO and LUMO: 8.68 eV
SMILES string: SS.O.O.O.O.O.O



Entry 2
A cluster of 7 separate species, H14O6S2 in total, computed with ωB97M-V/def2-TZVPD.

```
! wB97M-V def2-TZVPD RIJCOSX def2/J DEFGRID3
* xyz 0 1
S -2.64229 1.20435 3.23276
S -2.76002 3.32528 3.50365
H -1.78883 1.26341 2.15731
H -3.12915 3.48802 4.70611
O 4.01677 -0.82313 -1.40188
H 3.93956 -0.90933 -0.49183
H 4.79842 -1.59629 -1.59506
O 0.34164 -2.19474 -1.17415
H -0.53772 -2.70556 -1.18967
H 0.49224 -1.90929 -2.08029
O 0.60086 1.22579 -0.24493
H -0.29592 1.17919 -0.66912
H 0.38811 1.44334 0.66781
O -2.00861 -0.62564 -0.82413
H -1.13741 -0.69701 -0.59608
H -2.60444 -1.10238 -0.32205
O 2.31381 1.81267 -3.33203
H 1.69107 1.76866 -2.61769
H 2.56911 0.88178 -3.39565
O -1.76206 -1.83815 1.59401
H -0.89359 -2.18882 1.91011
H -1.59155 -1.00215 2.16279
*
```

Properties
HOMO level: -9.21 eV
gap between HOMO and LUMO: 8.75 eV
SMILES string: SS.O.O.O.O.O.O



The computed energies, referenced to the most stable structure and given in hartree, are entry 1 0.0000; entry 2 0.0326.



Entry 1
A structure of composition C24H16BrCl5N4O2PdS, computed with ωB97M-V/def2-TZVPD.

```
! wB97M-V def2-TZVPD RIJCOSX def2/J DEFGRID3
* xyz 2 1
Pd -0.52243 0.37012 -0.84245
C 2.92522 -4.76356 -1.16049
C 1.61576 -4.04284 -1.29456
C 0.49011 -4.67167 -1.82410
C -0.71645 -3.99520 -1.92583
C -0.72370 -2.68757 -1.49573
Br -2.28464 -1.61337 -1.55808
N 0.32391 -2.04484 -1.00037
C 1.47570 -2.71940 -0.89940
H 2.76230 -5.81586 -0.93546
H 3.54626 -4.32603 -0.38115
H 3.47930 -4.71537 -2.09985
H 0.55566 -5.70032 -2.15649
H -1.60832 -4.46087 -2.31890
H 2.31036 -2.16815 -0.48088
O -0.05639 4.41129 -1.18580
C -0.54742 3.34172 -0.98417
O 0.09163 2.30971 -0.44628
C -2.01062 3.10131 -1.26199
C -2.87870 4.15530 -1.48237
C -4.22170 3.85638 -1.65439
C -4.63445 2.53109 -1.61008
C -3.68814 1.54140 -1.40305
N -2.39706 1.83537 -1.22726
H -2.49208 5.16377 -1.52226
H -4.94086 4.64667 -1.82281
H -5.67247 2.25712 -1.73546
H -3.98596 0.50171 -1.37495
N 0.35290 -0.17927 5.92984
C -0.63359 0.52969 5.36340
S -1.73019 1.40686 6.20356
C -0.75651 0.45264 3.88007
C -0.46815 -0.72265 3.18341
C -0.63515 -0.75928 1.81802
N -1.07439 0.30893 1.13460
C -1.34361 1.45149 1.78792
C -1.20259 1.55227 3.14993
H 0.45550 -0.16496 6.93271
H 1.06536 -0.64218 5.39136
H -0.15095 -1.62061 3.69554
H -0.45532 -1.66866 1.26443
H -1.70165 2.28541 1.20768
H -1.43346 2.48527 3.64376
Cl 2.25228 0.48924 1.63810
C 2.58122 0.62827 -0.04018
C 1.57277 0.46515 -0.94920
C 1.77616 0.64255 -2.27877
Cl 0.30980 0.56116 -3.20647
C 3.02846 0.87487 -2.81000
Cl 3.23796 0.97920 -4.49448
C 4.09071 1.00472 -1.90809
Cl 5.65665 1.30483 -2.49873
C 3.86499 0.90968 -0.52512
Cl 5.14601 1.12751 0.57133
*
```

Properties
HOMO level: -13.43 eV
gap between HOMO and LUMO: 4.06 eV



Entry 2
A structure of composition C24H16BrCl5N4O2PdS, computed with ωB97M-V/def2-TZVPD.

```
! wB97M-V def2-TZVPD RIJCOSX def2/J DEFGRID3
* xyz 2 1
Pd -0.52766 0.36071 -0.86516
C 2.90639 -4.81287 -1.17277
C 1.61075 -4.07459 -1.30929
C 0.48048 -4.69088 -1.84703
C -0.71719 -4.00005 -1.95074
C -0.71147 -2.69375 -1.51603
Br -2.26446 -1.59824 -1.57987
N 0.33992 -2.06431 -1.01489
C 1.48243 -2.74851 -0.91005
H 2.72553 -5.86351 -0.95423
H 3.53040 -4.38742 -0.38937
H 3.46445 -4.76895 -2.11022
H 0.53685 -5.71858 -2.18257
H -1.61393 -4.45203 -2.34834
H 2.31916 -2.20475 -0.48570
O -0.08765 4.50344 -1.19926
C -0.52435 3.40423 -0.98189
O 0.09761 2.39979 -0.45115
C -2.01497 3.11935 -1.27615
C -2.89929 4.16091 -1.49776
C -4.23741 3.83892 -1.67529
C -4.62818 2.50803 -1.63499
C -3.66632 1.53334 -1.42758
N -2.38337 1.85195 -1.24833
H -2.52923 5.17531 -1.53370
H -4.96940 4.61734 -1.84453
H -5.66029 2.21459 -1.76404
H -3.94768 0.48878 -1.40397
N 0.34631 -0.17213 5.98637
C -0.64251 0.52723 5.42226
S -1.74123 1.40277 6.28767
C -0.78055 0.45711 3.94760
C -0.48994 -0.71762 3.24598
C -0.67089 -0.75157 1.88071
N -1.11940 0.30976 1.20057
C -1.39016 1.44527 1.85502
C -1.24024 1.55396 3.21907
H 0.45595 -0.15787 6.98780
H 1.05758 -0.63230 5.44343
H -0.16237 -1.61340 3.75439
H -0.48965 -1.66344 1.32783
H -1.75668 2.28018 1.27568
H -1.47215 2.48829 3.70970
Cl 2.30125 0.49607 1.59024
C 2.63249 0.64074 -0.08296
C 1.60811 0.47045 -0.97804
C 1.80976 0.65104 -2.31690
Cl 0.35190 0.56410 -3.25232
C 3.06209 0.88871 -2.85142
Cl 3.27863 0.99246 -4.53632
C 4.13076 1.02450 -1.95114
Cl 5.69379 1.33198 -2.54870
C 3.91316 0.92947 -0.56541
Cl 5.20290 1.15604 0.52382
*
```

Properties
HOMO level (spin up / spin down): -13.39 / -13.39 eV
gap between HOMO and LUMO (spin up / spin down): 3.57 / 3.56 eV



The computed energies, referenced to the most stable structure and given in hartree, are entry 1 0.0000; entry 2 0.0207.



Entry 1
The ion CH3O2 with charge -1, computed with ωB97M-V/def2-TZVPD.

```
! wB97M-V def2-TZVPD RIJCOSX def2/J DEFGRID3
* xyz -1 1
O 0.26765 -1.00270 -0.57192
C -0.45036 0.02238 -0.21435
O 0.20063 0.89643 0.82435
H -1.39078 -0.23534 0.31817
H -0.66671 0.73454 -1.05419
H 1.12316 0.91545 0.55412
*
```

Properties
HOMO level: -2.31 eV
gap between HOMO and LUMO: 7.30 eV
SMILES string: [O-]CO



Entry 2
A cluster of 2 separate species, CH3O2 in total, computed with ωB97M-V/def2-TZVPD.

```
! wB97M-V def2-TZVPD RIJCOSX def2/J DEFGRID3
* xyz -1 1
O -0.32783 -1.09324 1.29939
H -0.25122 -1.05909 2.27055
O 0.14618 0.94900 -2.02901
C 0.14235 0.50900 -0.89306
H 0.56824 -0.44235 -0.55656
H -0.27771 1.13668 -0.09131
*
```

Properties
HOMO level: -2.56 eV
gap between HOMO and LUMO: 6.98 eV



The computed energies, referenced to the most stable structure and given in hartree, are entry 1 0.0000; entry 2 0.0308.



Entry 1
A cluster of 2 separate species, C6H16N in total, computed with ωB97M-V/def2-TZVPD.

```
! wB97M-V def2-TZVPD RIJCOSX def2/J DEFGRID3
* xyz 0 2
C -1.25287 1.21992 -1.35787
C -0.98004 0.52927 -0.07079
C 0.09398 -0.59498 -0.20790
C -0.45052 -1.80226 -0.98334
C 0.65324 -0.91373 1.17284
C 1.77198 -1.95623 1.23048
N -0.11832 3.36264 0.38612
H -2.03238 1.97671 -1.25503
H -0.42522 1.80642 -1.75833
H -1.68598 0.60796 -2.15629
H -1.86874 0.15387 0.45464
H 0.85217 -0.19272 -0.88615
H 0.30393 -2.24976 -1.61500
H -1.13297 -2.42312 -0.40008
H -1.16239 -1.36632 -1.69513
H 0.97390 0.04756 1.58513
H -0.16372 -1.09930 1.88960
H 1.88883 -2.37454 2.23321
H 1.65009 -2.78656 0.53232
H 2.71815 -1.47499 0.94510
H -0.27196 2.34118 0.39471
H 0.88269 3.47328 0.23199
H -0.24383 3.71571 1.32974
*
```

Properties
HOMO level (spin up / spin down): -8.37 / -9.98 eV
gap between HOMO and LUMO (spin up / spin down): 9.48 / 10.00 eV



Entry 2
A cluster of 2 separate species, C6H16N in total, computed with ωB97M-V/def2-TZVPD.

```
! wB97M-V def2-TZVPD RIJCOSX def2/J DEFGRID3
* xyz 0 2
C 1.52788 -0.96869 1.52890
N 1.41952 -0.41454 0.14724
C 2.14634 0.87635 0.06024
H 1.17247 -1.99342 1.52080
H 2.59805 -0.94578 1.81325
H 0.90304 -0.37603 2.18944
H 0.42552 -0.38646 -0.16145
H 1.84282 -1.07639 -0.48970
H 1.67558 1.49814 0.86114
H 2.00656 1.26624 -0.93115
H 3.18993 0.69776 0.22026
C -2.13721 0.18896 1.32637
C -1.77388 -0.25269 -0.03236
C -1.15158 0.54738 -0.95120
C -0.64891 0.10185 -2.28892
H -2.00859 1.25774 1.41209
H -3.19319 -0.06630 1.60011
H -1.41143 -0.26108 2.08164
H -1.91735 -1.35584 -0.27237
H -1.30337 1.62947 -0.81051
H -0.66138 -0.98355 -2.44137
H -1.40223 0.49414 -3.00534
H 0.37102 0.54416 -2.47567
*
```

Properties
HOMO level (spin up / spin down): -2.48 / -7.21 eV
gap between HOMO and LUMO (spin up / spin down): 2.82 / 7.40 eV



The computed energies, referenced to the most stable structure and given in hartree, are entry 1 0.0000; entry 2 0.1051.